{"formula": "C5H9P", "method": "ωB97M-V with the def2-TZVPD basis set", "total_energy_ha": -537.137994, "multiplicity": 1, "charge": 0, "smiles": "C/C=P/C.C#C", "orbital_gap_ev": 9.413, "e_homo_ha": -0.3216, "de_lowest_kcal_mol": 47.3, "elements": ["P", "C", "C", "C", "C", "C", "H", "H", "H", "H", "H", "H", "H", "H", "H"], "coordinates": [[1.747, 0.471, 0.492], [1.122, 1.968, -0.421], [-2.477, -0.174, 0.232], [0.830, -2.147, 0.245], [0.740, -0.707, -0.143], [-2.527, 0.988, 0.502], [0.009, -0.452, -0.899], [0.880, 1.723, -1.452], [-2.564, 2.011, 0.740], [1.877, 2.752, -0.399], [-0.031, -2.708, -0.114], [-2.457, -1.194, -0.010], [1.726, -2.604, -0.182], [0.896, -2.261, 1.326], [0.230, 2.334, 0.082]], "forces_ev_per_angstrom": [[-0.64, -0.23, -0.44], [0.24, -0.18, 0.20], [-0.13, 0.47, 0.11], [0.02, -0.18, 0.06], [0.74, 0.55, 0.27], [0.01, -0.34, -0.09], [-0.03, 0.09, -0.11], [-0.02, 0.04, -0.05], [-0.03, 0.50, 0.12], [-0.01, 0.03, -0.04], [-0.03, -0.08, 0.05], [0.04, -0.61, -0.12], [-0.05, -0.08, -0.04], [-0.01, -0.08, 0.03], [-0.10, 0.10, 0.02]], "lowdin_charge": [0.868, -0.388, -0.007, -0.211, -0.540, 0.005, 0.029, 0.023, 0.013, 0.009, 0.057, 0.014, 0.066, 0.062, 0.002]}